[1]
A 2-piece molecular cluster, C3H4ClNO2 overall at a distorted geometry, computed with ωB97M-V/def2-TZVPD.

The value obtained for the HOMO-LUMO gap (spin up / spin down) is 0.25883 / 0.26092 Eh. As for the energy above the lowest of the compared OMol25 structures with the same formula, charge and spin: 146.0 kJ/mol. The LUMO energy (spin up / spin down) is 0.657 / -3.572 eV. As for the multiplicity: 3. The HOMO energy (spin up / spin down) is -6.386 / -10.672 eV. The calculation puts the molecular weight at 121.52 g/mol.

Structure (XYZ):
```
11
Properties=species:S:1:pos:R:3:lowdin_spin:R:1
C 0.039 1.079 -0.252 0.07
C 1.390 0.684 -0.724 0.03
C 0.380 -1.375 0.566 0.63
N 0.599 -0.032 0.295 0.12
O -0.996 1.632 -0.405 0.07
O 0.847 -2.176 -0.180 0.96
Cl -3.133 -0.291 0.960 0.01
H 1.392 0.163 -1.760 0.01
H 2.347 1.198 -0.422 0.01
H -0.394 -1.742 1.373 0.09
H -2.471 0.860 0.547 0.00
```


[2]
C18H47CrFN3O6 as an isolated structure at a distorted geometry, computed with ωB97M-V/def2-TZVPD.

The value obtained for the HOMO-LUMO gap (spin up / spin down) is 0.28489 / 0.06020 Eh. Its total charge is +2. The LUMO energy (spin up / spin down) is -5.693 / -11.805 eV. As for the multiplicity: 6. The HOMO energy (spin up / spin down) is -13.445 / -13.443 eV. The calculation puts the molecular weight at 472.58 g/mol.

Structure (XYZ):
```
76
Properties=species:S:1:pos:R:3:lowdin_spin:R:1
Cr -0.646 -0.697 0.821 3.85
F 0.179 0.801 -0.443 0.03
C -0.115 2.217 -4.395 0.00
C -1.000 1.038 -3.993 0.00
C -0.249 -0.285 -3.784 0.00
O 0.154 -0.767 -5.064 0.00
C 0.646 -2.076 -5.110 0.00
N -1.752 1.428 -2.841 0.00
H 0.540 2.474 -3.562 0.00
H -0.697 3.070 -4.744 0.00
H 0.493 1.948 -5.259 0.00
H -1.761 1.037 -4.773 0.00
H -0.847 -1.039 -3.271 0.00
H 0.642 -0.180 -3.166 0.00
H 0.879 -2.255 -6.160 0.00
H -0.091 -2.800 -4.764 0.00
H 1.536 -2.281 -4.515 0.00
H -2.411 0.695 -2.622 0.00
H -1.112 1.279 -2.074 0.00
C -0.510 -2.548 3.649 0.00
O -1.129 -1.678 2.716 0.02
C -2.095 -0.845 3.474 0.00
C -2.837 0.077 2.492 0.01
N -1.851 1.018 1.902 0.01
C -2.454 1.950 0.895 0.01
C -3.485 3.022 1.354 0.09
O -2.958 4.104 2.052 0.66
C -3.904 5.051 2.539 0.09
H -1.269 -3.004 4.285 0.00
H 0.173 -1.989 4.288 0.00
H -0.013 -3.320 3.060 0.00
H -1.629 -0.209 4.227 0.00
H -2.848 -1.467 3.958 0.00
H -3.573 0.585 3.116 0.00
H -3.447 -0.456 1.762 0.00
H -1.595 1.650 2.647 0.00
H -2.896 1.529 -0.008 0.00
H -1.625 2.555 0.527 0.00
H -4.080 2.513 2.112 0.04
H -4.042 3.326 0.468 0.03
H -4.290 5.484 1.617 0.05
H -3.425 5.750 3.224 0.00
H -4.803 4.677 3.031 0.03
C 2.663 -5.911 -0.088 0.00
O 1.811 -4.805 0.095 0.00
C 1.753 -3.956 -1.121 0.00
C 0.733 -2.857 -0.840 0.01
N 0.861 -2.312 0.487 0.00
C 2.122 -1.493 0.532 0.00
C 2.318 -0.600 1.747 0.00
O 1.152 0.026 2.083 0.04
C 1.190 0.909 3.204 0.00
H 3.689 -5.557 0.010 0.00
H 2.534 -6.467 -1.017 0.00
H 2.414 -6.603 0.716 0.00
H 1.468 -4.562 -1.981 0.00
H 2.770 -3.613 -1.307 0.00
H -0.233 -3.359 -0.891 0.00
H 0.687 -2.052 -1.573 0.00
H 1.166 -3.144 0.971 0.00
H 2.230 -0.985 -0.426 0.00
H 2.932 -2.216 0.620 0.00
H 3.058 0.129 1.417 0.00
H 2.708 -1.225 2.550 0.00
H 1.603 1.842 2.824 0.00
H 1.744 0.541 4.068 0.00
H 0.160 1.072 3.524 0.00
C 2.856 2.778 -1.422 0.00
C 2.671 3.100 0.088 0.00
O 1.287 3.093 0.366 0.00
H 2.612 1.734 -1.620 0.00
H 3.844 3.040 -1.799 0.00
H 2.212 3.390 -2.054 0.00
H 3.083 4.047 0.437 0.00
H 3.206 2.355 0.678 0.00
H 0.889 2.276 0.055 0.00
```


[3]
One molecule with the formula CH2Cl2FPS at a distorted geometry, computed with ωB97M-V/def2-TZVPD.

The value obtained for the HOMO-LUMO gap (spin up / spin down) is 0.26051 / 0.25380 Eh. As for the energy above the lowest of the compared OMol25 structures with the same formula, charge and spin: 77.1 kJ/mol. The LUMO energy (spin up / spin down) is 0.602 / -2.064 eV. As for the multiplicity: 3. The HOMO energy (spin up / spin down) is -6.487 / -8.970 eV. The calculation puts the molecular weight at 166.97 g/mol.

Structure (XYZ):
```
8
Properties=species:S:1:pos:R:3:lowdin_spin:R:1
C 1.017 -0.383 0.242 0.05
F 1.471 -0.839 -0.885 0.01
P -0.759 0.353 -0.163 0.29
S -0.957 2.725 -0.374 1.47
Cl -1.621 -0.500 1.383 0.09
Cl -1.383 -0.455 -1.785 0.09
H 0.597 -1.236 0.881 0.01
H 1.634 0.336 0.701 0.00
```


[4]
C11H8Cl2N2O3SeYb2 as an isolated structure at a distorted geometry, computed with ωB97M-V/def2-TZVPD.

The value obtained for the HOMO-LUMO gap (spin up / spin down) is 0.28935 / 0.19251 Eh. Its total charge is +4. The LUMO energy (spin up / spin down) is -13.515 / -16.044 eV. As for the multiplicity: 3. The HOMO energy (spin up / spin down) is -21.389 / -21.282 eV. The calculation puts the molecular weight at 712.14 g/mol.

Structure (XYZ):
```
29
Properties=species:S:1:pos:R:3:lowdin_spin:R:1
Yb -1.572 -0.500 -5.582 1.00
Yb 0.823 -0.451 -1.193 0.02
Cl -1.500 -2.810 -4.940 0.01
Cl 0.138 0.623 -3.403 0.00
C 1.308 2.023 -1.136 0.00
C -0.103 -1.799 -7.096 0.00
C 0.027 0.754 -7.071 0.00
O 1.417 3.146 -1.341 0.00
O 0.633 -2.262 -7.850 0.00
O 0.842 1.199 -7.755 0.00
C 1.455 -1.425 1.095 0.00
N 0.313 -0.503 1.218 -0.01
C -0.949 -0.782 0.699 0.00
Se -1.340 -2.013 -0.621 0.26
N -1.794 0.035 1.393 0.07
C -1.133 0.668 2.448 0.17
C -1.655 1.229 3.610 0.02
C -0.763 1.427 4.672 0.10
C 0.586 1.026 4.582 0.23
C 1.096 0.457 3.408 0.01
C 0.196 0.331 2.354 0.12
H 2.375 -0.838 0.923 0.00
H 1.283 -2.169 0.287 0.00
H 1.591 -2.003 2.017 0.00
H -2.807 0.005 1.294 0.00
H -2.714 1.484 3.649 0.00
H -1.113 1.880 5.601 0.00
H 1.237 1.162 5.447 0.01
H 2.122 0.106 3.292 0.00
```


[5]
C20H23BF6N8OPd as an isolated structure, computed with ωB97M-V/def2-TZVPD.

The value obtained for the HOMO-LUMO gap (spin up / spin down) is 0.26919 / 0.28179 Eh. As for the energy above the lowest of the compared OMol25 structures with the same formula, charge and spin: 0.0 kJ/mol. Its total charge is -1. The LUMO energy (spin up / spin down) is 2.753 / 2.749 eV. As for the multiplicity: 2. The HOMO energy (spin up / spin down) is -4.572 / -4.919 eV. The calculation puts the molecular weight at 622.68 g/mol.

Structure (XYZ):
```
60
Properties=species:S:1:pos:R:3:lowdin_spin:R:1
Pd -0.284 -0.433 0.151 0.81
C -1.415 -1.826 3.338 0.00
C -0.606 -0.573 3.431 0.00
C -0.411 0.289 4.528 0.00
C 0.474 1.241 4.078 0.00
N 0.781 0.959 2.798 0.00
N 0.114 -0.151 2.398 0.06
B 1.662 1.783 1.829 0.00
N 2.418 0.845 0.852 0.00
C 3.749 0.754 0.674 0.00
C 3.992 -0.218 -0.271 0.00
C 2.721 -0.699 -0.632 0.01
C 2.317 -1.766 -1.598 0.01
N 1.793 -0.048 0.058 0.03
N 0.774 2.806 1.059 0.00
C 0.389 4.034 1.475 0.00
C -0.426 4.576 0.510 0.00
C -0.496 3.578 -0.484 0.00
C -1.198 3.620 -1.804 0.00
N 0.233 2.528 -0.146 0.00
N 2.733 2.554 2.618 0.00
C 3.352 3.715 2.294 0.00
C 4.413 3.882 3.149 0.00
C 4.382 2.738 3.977 0.00
C 5.312 2.356 5.085 0.00
N 3.379 1.944 3.644 0.00
H -2.392 -1.694 3.800 0.00
H -0.903 -2.647 3.848 0.00
H -1.561 -2.091 2.291 0.00
H -0.851 0.212 5.510 0.00
H 0.913 2.085 4.583 0.00
H 4.435 1.380 1.223 0.00
H 4.950 -0.542 -0.645 0.00
H 3.188 -2.245 -2.043 0.00
H 1.702 -1.344 -2.394 0.00
H 1.716 -2.519 -1.089 0.00
H 0.688 4.422 2.436 0.00
H -0.924 5.533 0.531 0.00
H -2.243 3.918 -1.696 0.00
H -1.159 2.638 -2.274 0.00
H -0.711 4.339 -2.468 0.00
H 2.999 4.326 1.480 0.00
H 5.108 4.706 3.177 0.00
H 5.715 3.237 5.585 0.00
H 6.153 1.771 4.704 0.00
H 4.784 1.741 5.814 0.00
C -3.178 0.874 0.005 0.00
C -3.336 -0.648 -0.144 0.01
O -2.218 -1.385 0.064 0.04
C -3.840 -0.917 -1.592 0.00
F -4.199 -2.198 -1.786 0.00
F -2.855 -0.646 -2.471 0.00
F -4.896 -0.157 -1.975 0.00
C -4.444 -1.101 0.854 0.00
F -4.500 -2.431 0.995 0.00
F -5.690 -0.692 0.511 0.00
F -4.211 -0.590 2.083 0.00
H -2.464 1.214 -0.744 0.00
H -2.761 1.073 0.990 0.00
H -4.121 1.410 -0.113 0.00
```


[6]
A 2-piece molecular cluster, CHNO2 overall at a distorted geometry, computed with ωB97M-V/def2-TZVPD.

The value obtained for the HOMO-LUMO gap (spin up / spin down) is 0.23823 / 0.23849 Eh. As for the energy above the lowest of the compared OMol25 structures with the same formula, charge and spin: 241.7 kJ/mol. The LUMO energy (spin up / spin down) is -0.686 / -0.675 eV. As for the multiplicity: 1. The HOMO energy (spin up / spin down) is -7.169 / -7.165 eV. The calculation puts the molecular weight at 59.02 g/mol.

Structure (XYZ):
```
5
Properties=species:S:1:pos:R:3:nbo_charge:R:1
C -0.496 0.002 -0.474 0.37
N -1.804 -1.466 1.298 0.16
O -1.018 0.589 -1.343 -0.47
O -2.934 -1.205 1.249 -0.20
H 0.554 -0.068 -0.190 0.13
```